{"formula": "C6H13NO", "method": "ωB97M-V/def2-TZVPD", "symbols": ["O", "N", "C", "C", "C", "C", "C", "C", "H", "H", "H", "H", "H", "H", "H", "H", "H", "H", "H", "H", "H"], "xyz": [[-0.257580, 1.303287, -0.782506], [2.459213, 1.158989, 0.204189], [-2.047849, 0.713335, 0.696168], [0.087887, -0.583301, 0.929571], [2.303342, -0.153683, -0.193664], [-0.889643, 0.070001, -0.053829], [-1.386386, -0.916969, -1.103342], [1.318679, -0.990090, 0.171621], [-2.599475, -0.039321, 1.258811], [0.381833, 0.996775, -1.435939], [-2.714400, 1.207803, -0.004489], [0.337280, 0.126685, 1.723544], [1.782898, 1.502945, 0.870035], [-0.374029, -1.454466, 1.395083], [-1.928280, -1.733185, -0.626213], [1.336671, -1.996193, -0.217255], [-1.666935, 1.465641, 1.382760], [3.096162, -0.514132, -0.835240], [-0.554710, -1.328895, -1.671921], [-2.053176, -0.412450, -1.798507], [3.368498, 1.577225, 0.091122]], "forces_ev_per_angstrom": [[-1.19, -1.97, 1.39], [-0.12, -0.44, -0.30], [0.23, -0.07, -0.22], [0.74, 0.44, -0.68], [0.13, -0.24, 0.51], [-0.05, 1.89, -0.90], [0.18, 0.34, 0.04], [0.21, 0.04, -0.17], [-0.04, -0.02, 0.04], [0.02, -0.28, 0.20], [-0.13, 0.00, -0.05], [-0.12, 0.04, 0.06], [0.44, 0.35, -0.21], [-0.14, 0.06, -0.01], [0.00, -0.07, 0.03], [0.15, -0.07, -0.13], [0.02, 0.04, 0.11], [0.08, -0.07, -0.01], [0.04, -0.08, 0.00], [-0.09, 0.04, -0.01], [-0.36, 0.07, 0.33]], "orbital_gap_ev": 8.8, "charge": 0, "lumo_ev": 0.937, "homo_energy_ev": -7.9, "smiles": "CC(C)(O)C/C=C\\N"}